Entry 1:
Formula: C22H27NO5
Source: the OMol25 dataset
Level of theory: ωB97M-V/def2-TZVPD

Last columns: bonded neighbours and bond lengths (Å).
Atoms and positions in Å:
1 C -6.284 0.517 -0.577  H2 1.095, O3 1.408, H54 1.094, H55 1.089
2 H -6.050 0.938 0.406  C1 1.095
3 O -5.261 -0.336 -1.031  C1 1.408, C4 1.353
4 C -4.027 0.180 -1.233  O3 1.353, C5 1.387, C9 1.418
5 C -3.661 1.499 -1.011  C4 1.387, C6 1.384, H53 1.078
6 C -2.365 1.918 -1.252  C5 1.384, C7 1.389, H52 1.078
7 C -1.401 1.024 -1.698  C6 1.389, C8 1.401, C16 1.466
8 C -1.765 -0.307 -1.939  C7 1.401, C9 1.380, H15 1.078
9 C -3.058 -0.735 -1.720  C4 1.418, C8 1.380, O10 1.359
10 O -3.511 -1.999 -1.931  C9 1.359, C11 1.407
11 C -2.612 -2.961 -2.425  O10 1.407, H12 1.089, H13 1.095, H14 1.095
12 H -3.188 -3.880 -2.513  C11 1.089
13 H -2.223 -2.682 -3.410  C11 1.095
14 H -1.775 -3.124 -1.737  C11 1.095
15 H -1.031 -0.992 -2.333  C8 1.078
16 C -0.032 1.519 -1.878  C7 1.466, O17 1.216, C18 1.536
17 O 0.225 2.681 -2.125  C16 1.216
18 C 1.142 0.548 -1.690  C16 1.536, O19 1.396, H21 1.100, C22 1.554
19 O 2.323 1.242 -1.958  C18 1.396, H20 0.979
20 H 2.045 2.163 -2.141  O19 0.979
21 H 1.073 -0.296 -2.392  C18 1.100
22 C 0.992 0.001 -0.243  C18 1.554, N23 1.465, C37 1.512, H51 1.097
23 N 0.661 1.132 0.626  C22 1.465, C24 1.450, C30 1.453
24 C -0.124 0.788 1.795  N23 1.450, H25 1.093, C26 1.531, H36 1.104
25 H -0.975 0.173 1.491  C24 1.093
26 C -0.644 2.088 2.414  C24 1.531, H27 1.092, O28 1.406, H35 1.101
27 H -1.202 1.885 3.330  C26 1.092
28 O 0.407 2.951 2.773  C26 1.406, C29 1.411
29 C 1.213 3.241 1.652  O28 1.411, C30 1.528, H33 1.091, H34 1.100
30 C 1.780 1.965 1.033  N23 1.453, C29 1.528, H31 1.088, H32 1.104
31 H 2.383 2.215 0.162  C30 1.088
32 H 2.417 1.453 1.774  C30 1.104
33 H 2.015 3.888 2.013  C29 1.091
34 H 0.621 3.774 0.894  C29 1.100
35 H -1.303 2.584 1.684  C26 1.101
36 H 0.470 0.239 2.545  C24 1.104
37 C 2.116 -0.874 0.262  C22 1.512, C38 1.392, C42 1.389
38 C 1.791 -1.974 1.050  C37 1.392, C39 1.382, H50 1.082
39 C 2.775 -2.778 1.593  C38 1.382, C40 1.389, H49 1.081
40 C 4.118 -2.510 1.362  C39 1.389, C41 1.389, C45 1.498
41 C 4.441 -1.416 0.569  C40 1.389, C42 1.383, H44 1.081
42 C 3.459 -0.605 0.030  C37 1.389, C41 1.383, H43 1.077
43 H 3.737 0.228 -0.594  C42 1.077
44 H 5.480 -1.193 0.370  C41 1.081
45 C 5.190 -3.366 1.964  C40 1.498, H46 1.088, H47 1.088, H48 1.091
46 H 6.046 -3.440 1.297  C45 1.088
47 H 4.818 -4.366 2.174  C45 1.088
48 H 5.533 -2.928 2.902  C45 1.091
49 H 2.496 -3.626 2.202  C39 1.081
50 H 0.751 -2.208 1.239  C38 1.082
51 H 0.085 -0.615 -0.264  C22 1.097
52 H -2.082 2.944 -1.080  C6 1.078
53 H -4.384 2.211 -0.648  C5 1.078
54 H -6.474 1.329 -1.285  C1 1.094
55 H -7.172 -0.108 -0.499  C1 1.089

For the maximum force, the calculation gives 0.0162 Eh/bohr. The SMILES is COc1ccc(C(=O)[C@@H](O)[C@@H](c2ccc(C)cc2)N2CCOCC2)cc1OC. The value obtained for the energy relative to the best compared isomer or geometry (same formula, charge and spin) is 234.6 kJ/mol.

Mulliken atomic charge list, values in e, 4 entries: number 1, C, carries -0.94; number 2, H, carries 0.37; number 3, O, carries -0.42; number 4, C, carries 1.00

---

Entry 2:
Formula: C44H44ClFN7O3P
Source: the OMol25 dataset
Level of theory: ωB97M-V/def2-TZVPD

Last columns: bonded neighbours and bond lengths (Å).
Atoms and positions in Å:
1 C -0.191 -1.773 4.205  C2 1.612, H22 1.151, H23 1.155, H24 1.154
2 C -0.426 -0.719 3.009  C1 1.612, C3 1.638, H25 1.148, H26 1.144
3 C -0.559 0.777 3.663  C2 1.638, C4 1.626, C5 1.618, H27 1.146
4 C -2.121 1.228 3.643  C3 1.626, H28 1.157, H29 1.151, H30 1.148
5 C 0.384 1.843 2.892  C3 1.618, C6 1.572, C11 1.555
6 C 0.386 1.846 1.320  C5 1.572, C7 1.562, H31 1.140
7 C 1.235 2.872 0.504  C6 1.562, Cl8 1.815, C9 1.545
8 Cl 1.243 2.940 -1.310  C7 1.815
9 C 2.090 3.894 1.286  C7 1.545, C10 1.575, C20 1.615
10 C 2.110 3.892 2.861  C9 1.575, C11 1.563, C15 1.613
11 C 1.257 2.865 3.674  C5 1.555, C10 1.563, P12 1.920
12 P 1.336 2.983 5.589  C11 1.920, N13 1.785, O14 1.717
13 N -0.308 2.813 6.262  P12 1.785, H32 1.035, H33 1.034
14 O 2.279 1.666 6.160  P12 1.717, H34 0.989
15 C 3.049 4.995 3.571  C10 1.613, O16 1.247, C17 1.617
16 O 3.734 4.782 4.591  C15 1.247
17 C 3.073 6.421 2.809  C15 1.617, F18 1.433, C19 1.426
18 F 3.106 7.633 3.573  C17 1.433
19 C 3.061 6.421 1.383  C17 1.426, C20 1.615, H35 1.139
20 C 2.976 5.033 0.562  C9 1.615, C19 1.615, O21 1.250
21 O 3.580 4.859 -0.518  C20 1.250
22 H -0.684 -2.761 3.878  C1 1.151
23 H -0.628 -1.383 5.201  C1 1.155
24 H 0.950 -1.907 4.313  C1 1.154
25 H -1.403 -0.885 2.428  C2 1.148
26 H 0.486 -0.672 2.319  C2 1.144
27 H -0.196 0.736 4.750  C3 1.146
28 H -2.213 2.342 3.941  C4 1.157
29 H -2.581 1.154 2.590  C4 1.151
30 H -2.745 0.653 4.416  C4 1.148
31 H -0.229 1.106 0.709  C6 1.140
32 H -0.458 1.852 6.614  N13 1.035
33 H -0.933 3.005 5.461  N13 1.034
34 H 2.627 1.160 5.384  O14 0.989
35 H 3.105 7.393 0.792  C19 1.139
36 N 0.327 -1.127 -3.363  C37 1.342, C41 1.343
37 C 1.113 -2.053 -3.933  N36 1.342, C38 1.386, H42 1.085
38 C 2.495 -1.969 -3.980  C37 1.386, C39 1.387, H43 1.083
39 C 3.105 -0.862 -3.408  C38 1.387, C40 1.388, H44 1.085
40 C 2.316 0.113 -2.813  C39 1.388, C41 1.386, H45 1.082
41 C 0.942 -0.066 -2.815  N36 1.343, C40 1.386, H46 1.084
42 H 0.589 -2.898 -4.369  C37 1.085
43 H 3.081 -2.749 -4.451  C38 1.083
44 H 4.185 -0.759 -3.425  C39 1.085
45 H 2.758 0.990 -2.358  C40 1.082
46 H 0.283 0.665 -2.360  C41 1.084
47 N 2.059 -3.061 -8.270  C48 1.343, C52 1.343
48 C 1.992 -2.140 -7.295  N47 1.343, C49 1.385, H53 1.083
49 C 2.387 -0.821 -7.450  C48 1.385, C50 1.387, H54 1.083
50 C 2.885 -0.427 -8.683  C49 1.387, C51 1.388, H55 1.085
51 C 2.967 -1.358 -9.709  C50 1.388, C52 1.385, H56 1.083
52 C 2.543 -2.652 -9.454  N47 1.343, C51 1.385, H57 1.086
53 H 1.599 -2.496 -6.351  C48 1.083
54 H 2.307 -0.121 -6.628  C49 1.083
55 H 3.206 0.596 -8.844  C50 1.085
56 H 3.352 -1.085 -10.683  C51 1.083
57 H 2.584 -3.416 -10.224  C52 1.086
58 N 0.480 -6.698 -9.645  C59 1.344, C63 1.343
59 C 1.545 -6.192 -8.999  N58 1.344, C60 1.386, H64 1.086
60 C 2.718 -6.897 -8.778  C59 1.386, C61 1.387, H65 1.083
61 C 2.798 -8.202 -9.244  C60 1.387, C62 1.388, H66 1.085
62 C 1.712 -8.749 -9.912  C61 1.388, C63 1.386, H67 1.083
63 C 0.586 -7.962 -10.087  N58 1.343, C62 1.386, H68 1.086
64 H 1.433 -5.170 -8.651  C59 1.086
65 H 3.547 -6.438 -8.253  C60 1.083
66 H 3.699 -8.786 -9.089  C61 1.085
67 H 1.740 -9.764 -10.289  C62 1.083
68 H -0.288 -8.344 -10.606  C63 1.086
69 N -4.839 0.845 5.469  C70 1.343, C74 1.343
70 C -6.100 0.614 5.069  N69 1.343, C71 1.385, H75 1.085
71 C -7.144 0.332 5.934  C70 1.385, C72 1.387, H76 1.083
72 C -6.874 0.280 7.294  C71 1.387, C73 1.388, H77 1.085
73 C -5.579 0.513 7.735  C72 1.388, C74 1.385, H78 1.083
74 C -4.605 0.790 6.790  N69 1.343, C73 1.385, H79 1.086
75 H -6.261 0.662 3.996  C70 1.085
76 H -8.143 0.157 5.554  C71 1.083
77 H -7.665 0.061 8.003  C72 1.085
78 H -5.332 0.480 8.789  C73 1.083
79 H -3.578 0.983 7.086  C74 1.086
80 N 4.396 1.090 3.906  C81 1.343, C85 1.345
81 C 5.176 0.155 3.339  N80 1.343, C82 1.385, H86 1.085
82 C 6.558 0.229 3.293  C81 1.385, C83 1.388, H87 1.083
83 C 7.176 1.334 3.863  C82 1.388, C84 1.388, H88 1.085
84 C 6.395 2.317 4.454  C83 1.388, C85 1.385, H89 1.083
85 C 5.019 2.149 4.451  N80 1.345, C84 1.385, H90 1.084
86 H 4.647 -0.687 2.905  C81 1.085
87 H 7.138 -0.557 2.825  C82 1.083
88 H 8.257 1.429 3.846  C83 1.085
89 H 6.843 3.192 4.907  C84 1.083
90 H 4.366 2.886 4.903  C85 1.084
91 N -8.662 0.003 1.813  C92 1.343, C96 1.343
92 C -9.697 0.845 1.662  N91 1.343, C93 1.386, H97 1.085
93 C -9.746 1.842 0.701  C92 1.386, C94 1.387, H98 1.083
94 C -8.663 1.983 -0.154  C93 1.387, C95 1.387, H99 1.085
95 C -7.579 1.128 -0.019  C94 1.387, C96 1.385, H100 1.083
96 C -7.628 0.161 0.972  N91 1.343, C95 1.385, H101 1.085
97 H -10.518 0.698 2.355  C92 1.085
98 H -10.609 2.492 0.623  C93 1.083
99 H -8.663 2.753 -0.919  C94 1.085
100 H -6.716 1.210 -0.668  C95 1.083
101 H -6.806 -0.534 1.115  C96 1.085

For the maximum force, the calculation gives 0.0870 Eh/bohr. The SMILES is CC[C@H](C)c1cc(Cl)c2c(c1P(N)O)C(=O)C(F)=CC2=O.c1ccncc1.c1ccncc1.c1ccncc1.c1ccncc1.c1ccncc1.c1ccncc1. The total energy is -3213.20337 Ha.

Mulliken atomic charge list, values in e, 4 entries: number 1, C, carries -1.05; number 2, C, carries -0.41; number 3, C, carries 0.65; number 4, C, carries -1.22

---

What is the maximum force in the first record? 0.0162 Eh/bohr

---

Which value of maximum force does entry 1 give? 0.0162 Eh/bohr